8
Properties=species:S:1:pos:R:3:forces:R:3:lowdin_charge:R:1 method="wB97M-V/def2-TZVPD" orbital_gap_ev="6.40 / 8.22" e_above_lowest_ev=2.811 energy_ha=-754.67913 multiplicity=1 homo_energy_ha="-0.283 / -0.308" largest_force_ev_per_a=2.422
C 0.12177 0.60042 -0.54864 1.0612 -0.3129 -1.3765 -0.1690
O -0.02519 1.12674 0.67787 -2.3935 0.1461 -0.3428 -0.1063
P -0.69513 -2.48611 0.27798 -0.3697 0.4207 -0.7289 0.1999
I -2.78641 -1.32805 0.91411 0.4913 -0.1582 0.0218 0.1680
H 1.09063 0.84258 -1.02220 -0.4004 -0.4584 0.6052 0.0627
H -0.68394 0.46676 -1.28994 -0.0355 0.1842 0.9795 0.0464
H -1.01935 1.15503 0.81724 1.6001 -0.1008 0.3275 0.0657
H 0.05366 -2.19504 1.41847 0.0465 0.2793 0.5142 -0.2675

=====

72
Properties=species:S:1:pos:R:3:forces:R:3:lowdin_charge:R:1 method="wB97M-V/def2-TZVPD" total_charge=-2 orbital_gap_ev="4.16 / 4.07" e_above_lowest_ev=21.122 energy_ha=-3007.18081 multiplicity=2 homo_energy_ha="0.006 / 0.010" largest_force_ev_per_a=14.999
Tl 0.00000 0.00000 0.00000 -4.7021 3.2076 -6.3773 0.4872
O -0.70723 3.26338 -2.99347 1.1954 0.6383 -1.5328 0.1441
C -0.92229 2.45668 -1.97997 -0.5833 -1.5122 2.0089 -0.4650
O -0.28607 1.55957 -1.46697 9.0787 4.1469 -11.1957 -0.1277
C -1.96254 2.31725 -1.10111 -2.9172 3.1154 -1.3966 -0.1999
C -3.10680 3.10291 -1.13832 0.9748 -1.1215 0.4649 -0.0444
C -4.04131 2.82003 -0.18021 -1.6897 0.2699 0.9000 -0.1744
C -3.75369 1.79497 0.71403 0.9129 -0.2580 -0.4066 -0.0656
C -2.52745 1.06831 0.63088 -3.2988 -1.1268 3.4596 -0.1821
N -1.50656 1.26195 -0.29253 -10.2210 0.3848 6.3852 -0.0973
C -2.31193 0.00489 1.61679 -3.6738 4.8948 -2.4986 -0.4782
O -3.22154 -0.28891 2.56904 -0.2734 -1.2895 1.5807 0.0811
O -1.27279 -0.60413 1.53886 -5.4669 1.4866 3.5928 -0.3932
H 0.17522 3.00148 -3.33241 -0.4412 0.2347 0.1224 0.1315
H -3.24019 3.88235 -1.87830 0.3119 -0.1300 -0.0635 0.1071
H -4.97272 3.37532 -0.12048 -0.0363 -0.0674 0.1042 0.0689
H -4.50830 1.59104 1.46167 0.0492 -0.2091 0.1883 0.0731
H -4.05083 0.20654 2.62110 0.7782 0.2211 -0.8075 0.0861
Cl 1.00721 1.46839 1.62088 1.0655 -0.3896 3.4518 0.7186
C 0.92410 -0.33766 2.34136 0.4559 -1.0283 1.5336 -0.5119
Cl 0.20588 -1.91153 1.44974 5.7759 -7.4657 5.8190 0.8104
H 0.33756 -0.24494 3.25751 -0.1264 0.0067 -0.3782 0.0383
H 1.96066 -0.59485 2.56778 -0.2984 0.0946 -0.5187 0.0414
C 3.18655 1.76352 -2.69970 0.5834 0.2168 -0.8716 -0.0862
C 2.23599 1.49082 -1.57188 -1.7038 -4.1867 0.6082 -0.6933
O 2.11238 2.31181 -0.67734 0.4677 2.0755 0.7289 -0.1133
N 1.47509 0.29467 -1.52170 6.0232 3.0067 -1.7131 -0.4313
Te 1.58734 -1.19389 -2.96451 0.0127 1.0482 -0.6155 1.5754
C 1.61839 -2.55708 -4.64793 -0.3233 -2.3736 -0.7528 -0.3971
C 0.44443 -2.76240 -5.42462 1.0553 -0.2315 -0.0844 -0.3254
C -0.86650 -2.06566 -5.15821 -0.5911 0.2414 0.0886 -0.1258
C 0.47614 -3.64394 -6.51558 0.7473 0.1405 0.2363 -0.0508
C 1.64862 -4.31904 -6.86144 -0.3602 0.2407 0.1619 -0.3176
C 1.67876 -5.25911 -8.03125 0.0052 -0.3213 -0.3785 -0.0953
C 2.80693 -4.10988 -6.11245 -0.4537 0.5249 0.2816 -0.0490
C 2.80752 -3.23793 -5.01221 -0.6536 -0.4479 -1.0244 -0.3141
C 4.08735 -3.05152 -4.25188 0.4886 -0.0672 0.1747 -0.1075
C 1.94532 -2.70332 -1.45173 0.0621 -1.0633 -0.2676 -0.3171
C 1.00472 -3.73954 -1.20576 0.8572 0.5937 -0.2863 -0.3129
C -0.30792 -3.85878 -1.92985 -0.5003 -0.1490 -0.1597 -0.0775
C 1.28211 -4.71869 -0.24043 0.9156 0.4788 0.1756 -0.0569
C 2.46996 -4.68989 0.49315 -0.6012 -0.0771 -0.3403 -0.3133
C 2.76249 -5.73989 1.52516 0.0777 -0.3278 0.3278 -0.0871
C 3.39227 -3.66792 0.26630 -0.6884 0.3282 -0.7768 -0.0333
C 3.14651 -2.67182 -0.69221 0.2427 -0.6976 0.1479 -0.3090
C 4.17948 -1.58832 -0.87125 0.3867 0.3210 0.0811 -0.0825
H 3.68732 2.74556 -2.56159 -0.3865 -0.5091 0.0727 0.0683
H 2.63181 1.77946 -3.66085 0.4633 -0.1667 0.3092 0.0541
H 3.96334 0.97179 -2.73665 -0.4846 0.3214 -0.2344 0.0544
H -0.84029 -1.36501 -4.30566 0.1198 -0.4279 -0.4038 0.0104
H -1.65349 -2.82229 -4.95386 0.2591 0.4220 -0.1794 0.0769
H -1.15976 -1.47967 -6.05486 -0.0012 -0.3331 0.4026 0.0748
H -0.42194 -3.79862 -7.10306 -0.1240 -0.0660 -0.0994 0.0966
H 0.68872 -5.32287 -8.53107 0.5626 0.0244 0.2684 0.0664
H 1.96295 -6.27539 -7.68564 -0.0889 0.4270 -0.3758 0.0721
H 2.42457 -4.90628 -8.77437 -0.3687 -0.3723 0.2554 0.0714
H 3.71426 -4.63346 -6.39173 0.1518 -0.0802 -0.0255 0.0950
H 4.92162 -3.63897 -4.69095 -0.4659 0.2198 0.0796 0.0673
H 3.95311 -3.40379 -3.21333 0.1740 0.4224 -0.2894 0.0655
H 4.37981 -1.98102 -4.26805 -0.1786 -0.5539 0.3117 0.0653
H -0.48592 -3.04585 -2.64590 0.1940 -0.2529 0.2445 0.0179
H -1.13903 -3.83221 -1.19386 0.3169 -0.1349 -0.3523 0.0839
H -0.34485 -4.82225 -2.48095 -0.1166 0.4664 0.2528 0.0866
H 0.56229 -5.50901 -0.05963 -0.0781 -0.0485 0.0185 0.1032
H 1.94069 -6.48389 1.59677 0.4703 0.4152 -0.0244 0.0679
H 2.88950 -5.26113 2.51897 0.0124 -0.3942 -0.4127 0.0748
H 3.69766 -6.27535 1.25766 -0.4213 0.1686 0.3256 0.0710
H 4.30785 -3.64984 0.84637 0.0923 0.0989 0.0170 0.1014
H 5.05588 -1.73884 -0.20565 -0.4503 -0.1359 -0.2690 0.0724
H 3.74303 -0.60629 -0.61310 0.0428 -0.4305 -0.2933 0.0700
H 4.55287 -1.56050 -1.91127 -0.2358 0.1029 0.3671 0.0491
O 1.53507 -0.93768 0.08248 7.6219 -2.5599 -0.1433 -0.6640

=====

22
Properties=species:S:1:pos:R:3:forces:R:3:lowdin_charge:R:1 method="wB97M-V/def2-TZVPD" total_charge=+1 orbital_gap_ev=9.69 e_above_lowest_ev=3.233 energy_ha=-495.13060 multiplicity=1 homo_energy_ha=-0.483 largest_force_ev_per_a=5.445
N -1.01534 1.70507 -1.12544 -1.2358 1.9389 1.3828 0.2267
C -0.10527 0.78951 -0.36624 2.1295 -1.4422 1.9701 -0.2059
C 0.48388 1.54390 0.88480 3.3313 1.2264 -0.9206 -0.1871
O 1.13101 0.68585 1.84197 -1.6975 1.3753 1.4104 -0.0762
C -0.83353 -0.43933 0.19991 -4.0938 -0.6083 1.0246 -0.4055
N -0.31231 -1.57002 0.75551 -1.6359 0.5975 -0.1279 0.0075
C 1.04001 -2.15822 0.77609 0.3552 1.6322 -2.1766 -0.0554
O -2.10126 -0.29857 0.29353 2.5919 0.4116 -0.5385 -0.0124
H -1.90803 1.77512 -0.51522 0.9940 -0.9611 -1.2545 0.2026
H -1.26275 1.61255 -2.12866 0.2635 -1.1009 0.6870 0.1919
H -0.70019 2.70397 -1.10289 0.4573 -0.9485 0.2113 0.1869
H 0.81364 0.46060 -0.84192 -0.4629 0.3800 -1.1106 0.1111
H 1.37846 2.24514 0.51386 -2.1119 -1.1601 0.3236 0.1715
H -0.23722 2.17664 1.32946 -1.0263 0.5435 0.6262 0.1073
H 0.89150 1.06511 2.76388 0.6684 -1.1223 -2.2520 0.1624
H -1.11209 -2.08819 1.28227 2.0100 1.1773 -1.4626 0.2051
H 1.86950 -1.29144 0.51733 -2.0393 -2.5950 1.2364 0.1479
H 1.07654 -2.96831 0.00206 0.2356 0.7942 0.4823 0.0886
H 1.00855 -2.65765 1.72135 1.2802 0.0557 0.7338 0.0741
H 0.54155 -1.05700 -2.43187 -2.3144 -2.6127 0.4708 -0.0207
H 1.70561 -0.83046 -3.46640 -1.7517 1.1210 2.6820 0.1456
O 1.18499 -0.45060 -2.63814 4.0525 1.2974 -3.3980 -0.0659

=====

11
Properties=species:S:1:pos:R:3:forces:R:3:lowdin_charge:R:1 method="wB97M-V/def2-TZVPD" orbital_gap_ev=8.62 e_above_lowest_ev=4.714 energy_ha=-836.14183 multiplicity=1 homo_energy_ha=-0.320 largest_force_ev_per_a=10.137
C -0.92397 -0.58376 0.05887 0.7469 0.3917 -1.8661 -0.4692
C 0.31678 1.28146 -0.12628 1.3156 -2.0878 1.6729 -0.4506
C 0.42570 -0.19274 -0.07009 -9.3877 3.8232 -0.0800 -0.7588
H -0.66015 -2.44208 -0.67820 -3.6271 1.7380 2.4563 0.1716
H -1.88315 -2.11860 1.07735 1.3154 0.4247 -5.0821 0.2533
H -2.59472 0.41000 -0.58756 1.2159 0.6573 0.6221 0.1793
N -1.56963 -1.78532 -0.20048 2.6565 -3.5962 3.4173 0.0287
N -1.83262 0.47513 0.13065 0.7865 -2.3773 0.0302 0.0295
O -1.03265 1.55625 0.11402 0.5957 4.0411 -0.8922 0.0154
O 1.24883 2.03648 -0.07031 -1.2752 0.7411 -0.5199 0.1100
Cl 1.66549 -1.08527 0.06780 5.6574 -3.7556 0.2416 0.8907